Record 1
{"formula": "C26H32BCl39N3O6", "method": "the ωB97M-V functional and the def2-TZVPD basis", "elements": ["N", "C", "C", "C", "O", "B", "C", "C", "O", "O", "N", "O", "O", "C", "N", "C", "O", "C", "C", "C", "C", "C", "C", "H", "H", "H", "H", "H", "H", "H", "H", "H", "H", "H", "H", "H", "H", "H", "H", "H", "H", "H", "C", "Cl", "Cl", "Cl", "H", "C", "Cl", "Cl", "Cl", "H", "C", "Cl", "Cl", "Cl", "H", "C", "Cl", "Cl", "Cl", "H", "C", "Cl", "Cl", "Cl", "H", "C", "Cl", "Cl", "Cl", "H", "C", "Cl", "Cl", "Cl", "H", "C", "Cl", "Cl", "Cl", "H", "C", "Cl", "Cl", "Cl", "H", "C", "Cl", "Cl", "Cl", "H", "C", "Cl", "Cl", "Cl", "H", "C", "Cl", "Cl", "Cl", "H", "C", "Cl", "Cl", "Cl", "H"], "coordinates": [[-4.78098, 0.58208, 2.57168], [-3.71401, 1.43249, 2.38696], [-2.52881, 1.03644, 1.28879], [-2.81175, 1.87374, -0.11401], [-2.89407, 3.35828, 0.08940], [-2.94556, 3.96282, -1.28843], [-2.63202, 5.57101, -1.42676], [-1.05300, 5.98823, -1.28663], [-0.14201, 5.29534, -2.21901], [-4.43317, 3.93765, -1.52037], [-4.72097, 3.33821, -2.68878], [-5.93959, 3.10582, -2.60579], [-2.12096, 2.99181, -2.08183], [-1.55402, 1.91077, -1.20949], [-0.28901, 2.50920, -0.63583], [-1.48517, 0.58289, -2.16855], [-0.14598, 0.25093, -2.68119], [-0.10470, 0.93142, -4.01755], [0.43880, 2.48044, -4.02800], [0.46985, 3.31353, -5.44007], [-0.04819, 2.52506, -6.79114], [-0.57997, 0.95009, -6.78596], [-0.61667, 0.10482, -5.36508], [-4.69610, -0.23309, 1.92113], [-3.65083, 2.42118, 3.01842], [-1.48824, 1.36988, 1.70796], [-2.53940, -0.11771, 1.04837], [-3.77793, 1.45415, -0.67510], [-3.20121, 6.11705, -0.53441], [-3.04527, 6.01976, -2.42609], [-0.68075, 5.94515, -0.15420], [-0.98968, 7.14514, -1.57437], [0.75000, 5.20465, -1.73034], [-0.36272, 2.71246, 0.38962], [0.55618, 1.91980, -0.80076], [-1.92266, -0.39905, -1.65160], [-2.17165, 0.80103, -3.11671], [0.77042, 2.98524, -3.02514], [0.83657, 4.43125, -5.39852], [-0.05238, 3.14283, -7.79258], [-0.95515, 0.40395, -7.75456], [-1.01393, -1.01351, -5.26450], [-6.50347, -2.67832, 1.66495], [-4.93799, -3.27924, 1.09263], [-7.73658, -2.85633, 0.40512], [-6.99430, -3.52787, 3.14038], [-6.40006, -1.61544, 1.89784], [-3.30924, -0.67495, 5.63277], [-4.66286, -1.17258, 6.66206], [-2.22137, 0.40904, 6.51646], [-2.42713, -2.09148, 5.03705], [-3.71150, -0.13315, 4.77295], [2.10442, -0.32104, 1.63129], [1.63662, -2.02863, 1.56301], [2.15524, 0.37574, 0.00299], [0.98777, 0.58915, 2.66290], [3.10538, -0.25531, 2.06535], [0.71949, 4.67055, 3.97641], [-0.00449, 4.11863, 2.45634], [2.29187, 3.89555, 4.23413], [0.88705, 6.43448, 3.98132], [0.05639, 4.38537, 4.79715], [-9.38574, 1.26896, 0.17079], [-7.86193, 0.42970, 0.50700], [-10.16354, 0.59289, -1.27052], [-10.47146, 1.17067, 1.56761], [-9.16405, 2.32218, -0.01957], [3.85343, -3.70636, 4.32356], [3.52823, -1.96783, 4.21796], [5.59420, -4.00645, 4.46173], [2.98843, -4.41885, 5.69603], [3.49405, -4.18022, 3.40653], [-8.06664, 4.00972, 2.53036], [-6.93538, 2.67998, 2.22805], [-7.19076, 5.47846, 2.99412], [-9.07085, 4.30920, 1.10158], [-8.72129, 3.72355, 3.35752], [6.96206, -4.09363, 0.52672], [7.37299, -5.51103, 1.50726], [5.21017, -3.82854, 0.51983], [7.80644, -2.65606, 1.12671], [7.28619, -4.27974, -0.50038], [5.13027, -6.66454, -2.75960], [5.36571, -6.50494, -4.50845], [6.64784, -6.36019, -1.89717], [3.86369, -5.55955, -2.19897], [4.81274, -7.68855, -2.54693], [0.03677, 8.20747, 7.41258], [1.64114, 8.90926, 7.68249], [0.13105, 6.43873, 7.36674], [-1.09377, 8.73785, 8.66961], [-0.33408, 8.55770, 6.44591], [5.33213, -10.08644, -5.85022], [6.85593, -10.92570, -5.51401], [4.55432, -10.76251, -7.29153], [4.24640, -10.18473, -4.45341], [5.55381, -9.03322, -6.04058], [7.59960, -11.21952, -1.56120], [7.27440, -9.48100, -1.66680], [9.34037, -11.51961, -1.42303], [6.73460, -11.93201, -0.18872], [7.24021, -11.69338, -2.47823], [9.95328, -0.22484, -1.55650], [9.48549, -1.93244, -1.62478], [10.00410, 0.47193, -3.18479], [8.83664, 0.68534, -0.52489], [10.95424, -0.15912, -1.12244]], "atomic_forces_ev_per_a": [[3.90, 3.03, -0.73], [-1.74, -3.32, -0.70], [-0.73, 1.50, -0.04], [1.07, 1.05, -0.46], [0.13, -2.50, 0.75], [1.00, -0.41, 0.74], [1.48, 1.14, 0.61], [-0.59, 2.00, 0.41], [1.15, 0.43, 2.17], [0.99, -1.03, -2.08], [-4.36, 0.43, 2.87], [2.05, -0.30, -2.03], [0.08, -1.12, 0.92], [-2.00, 1.74, -0.75], [-0.17, -1.90, 0.32], [-1.37, -0.21, 0.02], [-1.24, 2.10, -2.98], [0.72, 1.40, -2.27], [-1.29, -1.83, -3.70], [-1.56, -4.82, 0.70], [0.03, -1.36, 2.98], [1.18, 1.60, 4.03], [1.43, 4.50, -0.03], [0.40, 0.86, 0.47], [-0.17, -2.05, -1.42], [-1.99, -0.72, -0.77], [-0.06, 2.30, 0.66], [1.95, 0.83, 1.26], [1.17, -0.96, -1.85], [0.76, -0.90, 1.77], [-0.78, -0.35, -2.38], [-0.05, -2.16, 0.68], [-2.34, 0.17, -1.12], [-0.14, -0.50, -1.51], [-1.40, 0.55, 0.26], [1.13, 2.13, -0.74], [1.26, -0.28, 2.37], [-0.97, -1.13, -2.13], [-0.94, -2.57, -0.36], [-0.04, -1.55, 2.17], [0.89, 1.41, 2.06], [1.01, 2.82, -0.28], [-0.16, 0.05, -0.08], [-0.09, 0.13, 0.07], [0.23, -0.20, 0.20], [0.08, 0.15, -0.12], [-0.10, -0.32, -0.01], [-0.09, 0.01, -0.14], [0.13, 0.07, -0.13], [-0.07, -0.05, -0.09], [-0.10, 0.18, 0.01], [0.06, -0.17, 0.22], [0.07, 0.16, -0.08], [-0.09, 0.10, -0.24], [0.31, -0.41, 0.32], [0.24, -0.18, -0.04], [-0.34, -0.06, -0.15], [-0.15, -0.13, -0.10], [-0.01, 0.24, 0.34], [-0.14, 0.07, 0.06], [0.01, -0.13, -0.12], [0.23, 0.12, -0.25], [0.26, -0.15, -0.18], [-0.45, -0.22, -0.53], [0.04, 0.06, 0.13], [0.07, 0.00, -0.07], [-0.06, -0.60, 0.04], [0.00, 0.00, -0.09], [0.21, -0.21, 0.32], [-0.22, 0.03, -0.06], [0.07, 0.08, -0.20], [0.12, 0.18, 0.27], [0.33, -0.33, 0.14], [-0.20, 0.93, 0.60], [-0.15, -0.06, -0.01], [0.02, 0.60, 0.23], [0.18, 0.13, -0.32], [0.02, 0.16, 0.07], [0.01, 0.09, -0.15], [0.24, 0.03, 0.04], [-0.24, -0.24, 0.13], [-0.15, 0.13, 0.39], [-0.32, 0.04, 0.08], [0.01, -0.05, 0.14], [-0.14, -0.09, -0.18], [0.20, -0.30, -0.21], [0.16, 0.30, -0.08], [-0.02, -0.04, -0.11], [-0.19, -0.07, -0.08], [-0.05, 0.20, 0.15], [0.10, -0.04, -0.18], [0.13, -0.14, 0.32], [-0.05, 0.10, -0.07], [-0.10, 0.11, -0.01], [0.11, 0.12, 0.19], [0.14, 0.05, -0.12], [-0.07, -0.36, 0.11], [-0.08, -0.04, -0.08], [0.08, -0.31, -0.02], [-0.20, 0.02, -0.06], [0.07, 0.06, -0.19], [0.11, 0.17, 0.30], [0.02, 0.04, 0.02], [0.25, 0.23, -0.20], [0.04, -0.07, 0.21], [0.18, -0.12, -0.10], [-0.36, -0.04, -0.16]], "e_homo_ev": -5.64, "mol_weight_g_mol": 1876.0, "energy_ev": -533275.726, "charge": -1}

Record 2
{"formula": "C26H32BrHgO4", "method": "the ωB97M-V functional and the def2-TZVPD basis", "elements": ["O", "C", "C", "H", "H", "C", "H", "H", "C", "H", "H", "H", "C", "H", "H", "H", "Hg", "C", "C", "C", "H", "C", "C", "H", "H", "H", "H", "C", "C", "C", "H", "C", "C", "H", "H", "H", "H", "O", "C", "C", "H", "H", "C", "H", "H", "C", "H", "H", "H", "H", "Br", "C", "C", "C", "C", "C", "C", "C", "O", "O", "H", "H", "H", "H"], "coordinates": [[-1.32259, -0.62406, -0.48516], [-1.88002, 0.65199, -0.90192], [-2.97592, -0.03469, -1.72333], [-1.14566, 1.17683, -1.52824], [-2.20183, 1.23695, -0.03852], [-2.20994, -1.33240, -1.39369], [-2.87354, 0.23272, -2.76873], [-3.98760, 0.07036, -1.31230], [-1.43866, -1.90885, -2.56986], [-0.94818, -1.15222, -3.17198], [-2.12003, -2.45341, -3.24304], [-0.67811, -2.60592, -2.22436], [-2.92132, -2.39630, -0.60029], [-3.58759, -1.91440, 0.11805], [-2.19313, -3.00241, -0.05744], [-3.52345, -3.04299, -1.25290], [2.28493, 1.70396, -0.88796], [-0.07688, -1.61841, 3.74443], [0.25346, -0.22421, 3.77934], [-0.59922, 0.45223, 2.86000], [0.98183, 0.21866, 4.44178], [-1.58706, -0.48145, 2.43380], [-1.25794, -1.75773, 2.96758], [-1.85175, -2.66579, 2.84878], [0.46803, -2.41630, 4.23152], [-0.57045, 1.51041, 2.59412], [-2.52028, -0.25212, 1.91739], [3.15196, -2.07652, 1.05083], [1.84863, -2.59297, 1.30662], [1.07590, -2.42250, 0.12587], [1.52467, -3.06099, 2.22480], [1.94847, -1.92537, -0.89749], [3.20699, -1.68130, -0.31405], [4.09408, -1.27720, -0.80680], [3.97218, -2.05295, 1.75183], [0.01554, -2.63293, 0.00112], [1.68165, -1.73593, -1.93350], [-3.12582, 1.55627, -3.99073], [-4.22988, 0.78349, -4.56340], [-4.96312, 1.63647, -5.60265], [-4.91830, 0.48732, -3.74911], [-3.79430, -0.13620, -4.99436], [-4.38139, 3.06413, -5.41764], [-6.04594, 1.60161, -5.43385], [-4.75680, 1.25936, -6.60705], [-3.13510, 2.88971, -4.53205], [-5.11554, 3.69971, -4.91229], [-4.13471, 3.52185, -6.38092], [-3.13150, 3.59561, -3.68821], [-2.20771, 2.99839, -5.11770], [3.37515, -1.20773, 4.21634], [4.57981, 0.24846, 4.24284], [5.49593, 0.29349, 5.29210], [6.39788, 1.36368, 5.38364], [6.40124, 2.37933, 4.40828], [5.48413, 2.32168, 3.36009], [4.55201, 1.27140, 3.29911], [3.68144, 1.12343, 2.06695], [4.33653, 0.58317, 1.12703], [2.49665, 1.56859, 2.06009], [5.46532, -0.50461, 6.03177], [7.06665, 1.40401, 6.23666], [7.09182, 3.22997, 4.43269], [5.47839, 3.05566, 2.54606]], "atomic_forces_ev_per_a": [[-0.20, 0.36, -0.38], [0.35, -0.40, 0.02], [0.58, -0.27, 0.03], [-0.21, 0.21, 0.34], [0.17, 0.15, -0.08], [0.17, 0.01, 0.30], [-0.45, -0.28, 0.61], [0.18, -0.17, -0.25], [-0.35, -0.36, -0.22], [0.11, 0.33, 0.07], [0.09, 0.08, 0.20], [0.05, -0.08, 0.06], [-0.46, -0.15, -0.16], [0.05, -0.13, 0.10], [-0.07, -0.03, -0.03], [0.10, 0.05, 0.14], [-0.04, 0.00, 0.04], [-2.68, -1.09, -1.01], [-0.75, 1.19, -1.50], [-0.42, -0.33, 0.54], [0.04, 0.10, -0.32], [0.66, 1.58, 0.45], [1.97, -1.18, 1.77], [0.37, 0.24, -0.10], [-0.16, 0.10, 0.10], [0.08, -0.46, 0.24], [0.51, -0.03, -0.06], [-1.72, -1.40, 1.03], [0.87, 0.45, -0.36], [0.63, -0.53, 0.87], [-0.06, 0.28, -0.08], [2.01, 0.83, 0.06], [-1.37, 0.03, -2.42], [-0.48, -0.08, 0.21], [-0.08, 0.05, -0.21], [0.41, 0.01, 0.16], [0.01, 0.09, 0.28], [-1.38, 0.53, -1.44], [0.39, -0.12, 0.53], [0.44, 0.18, 0.05], [0.42, 0.13, -0.24], [-0.23, 0.36, 0.16], [-0.28, -0.22, 0.18], [0.27, 0.07, -0.12], [-0.07, 0.09, 0.07], [0.32, -0.27, -0.10], [0.13, -0.04, -0.12], [-0.05, -0.03, 0.22], [0.11, -0.16, -0.30], [-0.26, 0.17, 0.23], [0.10, -0.01, 0.15], [0.70, 0.92, 0.56], [0.14, 0.42, -0.05], [-0.34, 0.00, -0.26], [-0.30, -0.14, -0.08], [-0.16, -0.46, 0.32], [-0.08, -0.39, -0.26], [-0.65, 0.39, -1.23], [-0.73, 0.39, 0.58], [1.49, -0.57, 0.24], [0.20, 0.25, -0.06], [0.07, 0.02, -0.13], [-0.13, -0.46, 0.23], [0.01, -0.24, 0.43]], "e_homo_ev": [-4.15, -4.18], "mol_weight_g_mol": 689.0, "energy_ev": -109884.080, "charge": -1}

Record 3
{"formula": "C26H32Cl2CuN6O6", "method": "the ωB97M-V functional and the def2-TZVPD basis", "elements": ["Cu", "Cl", "Cl", "O", "C", "O", "O", "H", "O", "C", "O", "O", "H", "N", "C", "C", "C", "C", "H", "H", "H", "H", "H", "N", "C", "C", "C", "C", "H", "H", "H", "H", "H", "N", "C", "C", "C", "C", "H", "H", "H", "H", "H", "N", "C", "C", "C", "C", "H", "H", "H", "H", "H", "N", "C", "C", "C", "C", "H", "H", "H", "H", "H", "N", "C", "C", "C", "C", "H", "H", "H", "H", "H"], "coordinates": [[1.02734, -0.36610, 1.18597], [1.89349, -2.71152, 1.76910], [1.05779, 1.33755, -0.64562], [-3.05644, -2.15688, 0.50440], [-1.87975, -2.05336, 1.14120], [-1.11888, -1.07908, 0.91225], [-1.67391, -2.84036, 2.05078], [-3.02832, -1.34873, -0.01300], [-0.02464, 0.76776, 5.41417], [0.31658, -0.16667, 4.48426], [0.56277, -1.39181, 4.65983], [0.30101, 0.15780, 3.25670], [-0.16185, 1.55800, 4.88664], [-2.99200, 3.51042, 2.13634], [-4.10312, 3.54298, 1.35409], [-3.80978, 3.16906, 0.08923], [-2.40576, 3.00262, 0.04623], [-1.96318, 3.13273, 1.36914], [-2.96419, 3.62233, 3.13974], [-5.04741, 3.75562, 1.83317], [-4.37717, 3.06950, -0.82431], [-1.74087, 2.87294, -0.79491], [-0.96047, 3.15222, 1.76986], [2.22199, -2.85890, -4.59273], [1.55217, -2.98953, -3.42148], [1.31860, -1.70619, -2.87326], [1.76678, -0.75728, -3.82240], [2.43864, -1.45932, -4.79236], [2.51202, -3.62077, -5.18900], [1.33766, -3.96337, -3.00671], [0.81006, -1.66456, -1.92140], [1.66871, 0.30346, -3.64460], [2.87519, -1.10447, -5.71426], [-5.77415, 0.05487, 2.27132], [-4.41949, -0.02711, 2.44125], [-4.16550, -0.78639, 3.55948], [-5.36068, -1.23129, 4.08359], [-6.37311, -0.75519, 3.22130], [-6.29093, 0.57902, 1.57972], [-3.68609, 0.49928, 1.84843], [-3.17275, -0.87084, 3.97626], [-5.52466, -1.80095, 4.98636], [-7.44993, -0.83716, 3.23254], [-4.10602, -0.58683, -2.36714], [-3.47924, -1.42032, -3.28215], [-2.09543, -1.21917, -3.07916], [-1.94493, -0.17513, -2.14982], [-3.17631, 0.10261, -1.69089], [-5.08708, -0.66474, -2.14008], [-4.12689, -2.04709, -3.87721], [-1.27585, -1.56966, -3.68895], [-1.01515, 0.33259, -1.93974], [-3.43260, 0.73159, -0.85118], [4.67565, 0.96203, 0.73966], [4.41327, -0.02391, 1.59773], [3.97306, 0.54627, 2.80646], [3.91787, 1.92780, 2.55574], [4.36610, 2.23057, 1.31890], [5.08016, 0.85567, -0.17967], [4.51061, -1.05748, 1.29998], [3.64811, -0.05690, 3.64133], [3.39352, 2.59214, 3.22664], [4.49070, 3.10732, 0.70071], [4.83080, -0.74617, -2.86284], [4.80911, 0.59768, -2.44982], [6.10488, 0.83598, -2.15888], [6.81417, -0.39521, -2.12809], [6.06961, -1.32287, -2.73718], [4.07632, -1.34416, -3.16826], [3.91817, 1.20327, -2.52659], [6.44312, 1.78072, -1.75956], [7.83774, -0.36224, -1.78515], [6.23086, -2.35487, -3.01174]], "atomic_forces_ev_per_a": [[-1.41, -1.74, 1.14], [-0.19, 1.76, -0.79], [0.23, -0.69, 0.84], [-0.77, 0.51, -1.27], [1.79, -1.10, 3.79], [0.83, 2.07, -2.15], [-0.41, -1.40, 0.07], [-0.41, 0.21, -0.70], [0.15, -0.20, 0.54], [0.85, -5.46, -3.31], [-0.32, 2.33, 3.28], [0.00, 3.53, -1.23], [-0.03, 0.16, -0.21], [-0.53, -0.04, 0.19], [-2.19, 0.11, 1.41], [1.09, 0.31, -1.34], [1.02, -0.16, 1.69], [1.56, 0.37, -1.72], [-0.10, -0.10, -0.36], [-0.09, -0.04, -0.17], [-0.58, 0.22, 0.40], [-0.19, -0.39, 0.06], [0.00, -0.37, -0.15], [0.49, 2.10, -0.06], [-0.15, 1.25, 1.10], [-0.45, -2.82, -0.66], [0.50, -0.62, 1.01], [-0.86, -1.14, -1.24], [0.02, 0.43, 0.15], [-0.04, 0.12, 0.03], [0.01, 0.74, -0.04], [0.23, 0.03, -0.34], [0.07, -0.10, 0.07], [-0.17, -0.98, 0.30], [0.39, 0.53, 0.36], [1.47, 0.94, -0.39], [-2.45, 0.13, -0.76], [0.58, 0.32, 0.78], [0.44, -0.24, 0.07], [-0.21, 0.03, -0.19], [0.00, -0.42, -0.14], [0.03, -0.11, -0.17], [0.08, -0.10, 0.16], [-0.60, -1.27, -0.99], [0.92, 0.40, 1.10], [-1.35, 0.10, -1.83], [0.99, -0.50, -0.52], [-0.57, 1.79, 1.69], [0.37, 0.13, 0.10], [0.50, -0.19, -0.12], [-0.21, -0.38, 0.03], [-0.09, -0.22, 0.55], [-0.13, 0.15, -0.20], [0.16, 2.44, -0.28], [-0.27, -0.24, 1.53], [0.20, -1.43, -1.82], [-0.99, 0.87, 1.70], [0.87, -2.29, -1.74], [-0.25, -0.15, 0.19], [0.02, 0.02, 0.17], [-0.17, 0.35, 0.06], [0.37, 0.32, 0.06], [-0.24, 0.04, 0.35], [-0.75, -0.41, -0.42], [-0.24, -2.40, -1.94], [0.24, 0.92, 1.85], [2.58, 2.13, -0.19], [-1.53, -0.19, 0.52], [-0.47, 0.73, 0.06], [0.06, -0.14, 0.15], [0.26, -0.02, -0.04], [0.10, -0.66, -0.24], [-0.04, 0.11, 0.19]], "e_homo_ev": [-2.00, -1.93], "mol_weight_g_mol": 659.0, "spin_multiplicity": 2, "energy_ev": -118391.095, "charge": -2}